Record 1
ORCA calculation (ωB97M-V/def2-TZVPD) on a molecular structure, C27H20N5OOsS3.

The spin multiplicity is 5. For the HOMO energy (spin up / spin down), the calculation gives -15.76 / -15.35 eV. The total energy is -72764.7456 eV. As for the total charge: +3. For the HOMO-LUMO gap (spin up / spin down), the calculation gives 0.212 / 0.082 hartree.

Geometry as XYZ:
```
57
Properties=species:S:1:pos:R:3:forces:R:3
Os -0.091143 0.161875 -1.189662 -0.2 0.5 -0.1
N -2.952565 -2.308090 1.459537 0.7 -1.7 1.3
C -2.603605 -1.477306 0.517567 1.0 0.8 -1.2
N -1.425448 -1.508475 -0.084619 -0.6 -0.5 0.3
C -0.522620 -2.495542 0.269160 -2.1 0.4 1.3
N 0.556416 -2.656179 -0.444704 1.0 -0.3 -0.7
N 0.641604 -1.720719 -1.408307 0.5 0.1 -0.6
C 1.164762 -2.028520 -2.557580 0.2 -0.3 -0.1
C 1.075830 -1.033644 -3.606394 -0.1 0.0 0.2
C 1.615477 -1.193318 -4.863428 0.1 -0.1 -0.1
C 1.447796 -0.176328 -5.804420 0.0 0.0 0.0
C 0.744143 0.958336 -5.448541 0.2 -0.2 -0.2
C 0.222246 1.056382 -4.167458 0.0 -0.2 0.4
N 0.372545 0.083150 -3.262230 -0.2 0.4 0.1
C -0.823286 -3.392120 1.361606 1.9 0.0 -1.1
C 0.080924 -4.363687 1.822808 0.1 -0.1 0.0
C -0.285855 -5.203140 2.847416 0.9 0.1 -0.5
C -1.547509 -5.098248 3.418882 -1.1 0.4 0.3
C -2.450895 -4.147834 2.977473 -0.1 -0.4 0.4
C -2.069400 -3.299562 1.950354 -2.3 1.0 0.3
H -3.883594 -2.237313 1.851283 -0.1 -0.1 0.1
H -3.338748 -0.738223 0.224083 0.1 0.1 -0.1
H 1.577457 -3.018877 -2.705051 0.1 -0.1 -0.1
H 2.156574 -2.096250 -5.108064 0.0 0.0 0.0
H 1.863800 -0.280468 -6.797216 0.0 0.0 0.0
H 0.588578 1.767977 -6.146213 0.0 0.0 0.0
H -0.334550 1.927372 -3.855568 0.0 0.0 0.1
H 1.055048 -4.439816 1.362825 0.0 0.0 0.0
H 0.400460 -5.953725 3.211411 0.1 0.0 0.0
H -1.825563 -5.771276 4.217621 -0.1 0.0 0.0
H -3.434889 -4.066356 3.420649 0.0 0.0 0.0
O 0.303346 0.391310 0.632033 0.3 0.3 0.4
C 0.487719 1.801235 0.979397 -0.1 -0.4 -0.2
C 1.957723 2.068685 1.047131 0.3 0.1 -0.2
C 2.985497 1.329476 0.496033 -0.7 0.4 0.3
C 4.228393 1.941767 0.698625 0.4 1.0 0.6
C 4.125987 3.126872 1.415179 0.3 -0.7 -0.5
S 2.525695 3.498913 1.843579 0.0 -0.5 -0.4
C -0.175721 2.082788 2.275734 -0.6 0.3 0.2
C -1.153026 3.022838 2.535911 0.6 -0.7 -0.1
C -1.496417 3.051317 3.897710 0.4 -0.6 0.9
C -0.767815 2.133683 4.642224 -0.6 0.6 -0.2
S 0.335547 1.244726 3.705573 -0.3 0.4 -0.4
C -0.197700 2.501377 -0.197045 0.0 -0.1 -0.1
C -1.374585 2.021089 -0.817518 -0.3 0.1 0.3
C -1.774839 2.870268 -1.907680 0.1 0.0 0.0
C -0.917856 3.903979 -2.091209 0.0 0.0 0.1
S 0.388674 3.882941 -0.973196 0.1 0.0 0.0
H 2.860824 0.371073 0.015910 -0.1 0.0 -0.1
H 5.167819 1.531925 0.359626 0.0 0.1 0.0
H 4.923325 3.787428 1.723032 0.0 -0.1 0.0
H -1.593720 3.674058 1.796834 0.0 0.0 -0.1
H -2.234695 3.715806 4.321161 0.0 0.0 0.1
H -0.830042 1.946427 5.704257 0.0 0.1 0.0
H -2.098798 1.433328 -0.256987 0.0 0.2 0.0
H -2.671580 2.718685 -2.489591 -0.1 0.0 0.0
H -0.977743 4.697932 -2.819947 0.0 0.0 0.0
```
Forces are in eV/Å.

---

Record 2
ORCA calculation (ωB97M-V/def2-TZVPD) on a molecular structure, C27H20N7O2S3SeTeTi.

The spin multiplicity is 3. For the HOMO energy (spin up / spin down), the calculation gives -2.80 / -5.03 eV. The total energy is -171115.8031 eV. As for the total charge: -1. For the HOMO-LUMO gap (spin up / spin down), the calculation gives 0.171 / 0.249 hartree.

Geometry as XYZ:
```
62
Properties=species:S:1:pos:R:3:forces:R:3
Ti -0.042462 -0.370743 -0.215064 0.4 0.3 -1.4
O -1.661268 2.755177 1.807178 0.2 0.1 -0.1
C -1.541800 2.155552 0.758166 -0.4 0.2 0.0
N -1.584956 0.771319 0.617355 0.1 0.0 0.6
C -2.309694 0.091292 1.562022 0.0 0.0 0.3
O -3.067207 0.535313 2.402457 -0.1 0.0 -0.1
C -2.149710 -1.408926 1.483380 -0.1 -0.2 -0.1
C -2.857230 -2.217220 2.356357 0.0 -0.1 -0.1
C -2.753104 -3.590155 2.215835 0.0 0.0 0.0
C -1.959373 -4.106115 1.201110 0.0 0.0 0.0
C -1.260406 -3.232134 0.389845 0.0 0.0 0.0
N -1.339040 -1.908661 0.540217 -0.3 -0.1 0.5
C -1.343873 2.911353 -0.528127 0.1 0.1 0.0
C -1.155570 4.288734 -0.483932 0.0 0.0 0.0
C -0.932384 4.950775 -1.677634 0.0 0.0 0.0
C -0.902928 4.218179 -2.855172 0.0 0.0 0.0
C -1.108637 2.847959 -2.792040 0.0 0.0 0.0
N -1.332824 2.207849 -1.649628 0.0 0.0 0.0
H -3.471118 -1.744585 3.108635 0.0 0.0 0.0
H -3.286767 -4.252105 2.885332 0.0 0.0 0.0
H -1.860987 -5.170973 1.045661 0.0 0.0 0.0
H -0.607341 -3.581328 -0.399539 0.0 0.0 0.0
H -1.176359 4.796481 0.470217 0.0 0.0 0.0
H -0.772097 6.021590 -1.691525 0.0 0.0 0.0
H -0.713026 4.694672 -3.807335 0.0 0.0 0.0
H -1.072486 2.231619 -3.683085 0.0 0.0 0.0
Se 4.066409 -4.990351 4.641174 0.0 0.1 -0.1
N 3.812806 -5.001007 2.841540 0.0 -0.1 0.0
C 3.092283 -3.927365 2.569503 0.0 0.0 0.0
C 2.674557 -3.567830 1.239913 0.0 0.0 0.0
C 3.034994 -4.324980 0.116671 0.0 0.0 -0.1
C 2.631599 -3.924036 -1.132543 0.0 0.0 0.1
C 1.831192 -2.777910 -1.255196 0.0 0.0 0.0
N 1.450565 -2.056624 -0.220642 0.0 -0.1 0.3
C 1.887395 -2.410626 1.024860 0.0 -0.1 -0.1
C 1.537672 -1.573161 2.111931 0.0 0.1 0.1
N 0.811922 -0.446168 1.845275 0.0 -0.1 0.2
C 0.508105 0.367631 2.841112 0.0 0.0 -0.1
C 0.889986 0.124712 4.169118 0.0 0.0 0.0
C 1.611792 -1.005557 4.456394 0.0 0.0 0.0
C 1.962629 -1.890894 3.427001 0.0 0.0 0.0
C 2.727229 -3.080555 3.675651 0.0 -0.1 0.0
N 3.133316 -3.449880 4.880231 0.0 0.0 0.0
H 3.642150 -5.208028 0.267998 0.0 0.0 0.0
H 2.903976 -4.470937 -2.023888 0.0 0.0 0.0
H 1.474944 -2.455339 -2.224818 0.0 0.0 0.0
H -0.053271 1.260720 2.593987 0.0 -0.1 0.0
H 0.600236 0.829742 4.935041 0.0 0.0 0.0
H 1.926675 -1.242929 5.464350 0.0 0.0 0.0
S 0.729026 0.015277 -4.755485 0.0 0.0 0.0
C 0.467746 -0.152216 -3.135995 0.0 0.1 0.0
S 1.493532 0.551083 -1.916434 0.0 0.0 0.0
S -0.846757 -1.057622 -2.444470 0.1 0.0 0.2
C 2.394376 3.744460 2.455755 0.0 -0.1 0.0
Te 2.108241 2.733111 0.589008 0.1 0.1 0.0
C 3.529528 1.207853 1.026766 0.0 0.0 0.0
H 3.429830 3.610237 2.762018 0.0 0.0 0.0
H 1.729317 3.353022 3.221847 0.0 0.0 0.0
H 2.202204 4.804734 2.311557 0.0 0.0 0.0
H 4.516029 1.648475 1.146961 0.0 0.0 0.0
H 3.535792 0.520163 0.182337 0.0 0.0 0.0
H 3.235743 0.671329 1.926374 0.0 0.0 0.0
```
Forces are in eV/Å.

---

Record 3
ORCA calculation (ωB97M-V/def2-TZVPD) on a molecular structure, C27H20N7O7Re.

The spin multiplicity is 4. For the HOMO energy (spin up / spin down), the calculation gives -10.86 / -11.18 eV. The total energy is -55205.6239 eV. As for the total charge: +1. For the HOMO-LUMO gap (spin up / spin down), the calculation gives 0.251 / 0.234 hartree.

Geometry as XYZ:
```
62
Properties=species:S:1:pos:R:3:forces:R:3
Re 0.778075 -0.581626 0.890509 -1.0 0.5 -1.7
C -6.168978 -2.055139 2.002001 0.0 0.0 0.1
C -4.840204 -1.482265 1.605922 0.1 0.0 -0.1
C -4.722669 -0.214776 1.042714 -0.1 -0.1 0.0
C -3.493637 0.326073 0.736025 0.3 0.0 0.0
C -2.296004 -0.379901 0.935167 -0.4 -0.2 0.3
N -1.063642 0.202171 0.653943 1.4 -0.8 0.1
C -0.949149 1.400558 -0.087728 0.2 0.3 0.1
C -1.522872 1.550102 -1.349640 0.0 -0.1 0.0
C -1.391171 2.730243 -2.052385 0.0 0.0 0.0
C -0.667811 3.803032 -1.533813 0.0 -0.1 0.1
C -0.515148 5.085228 -2.297103 0.1 0.0 0.0
C -0.043920 3.637693 -0.304229 0.1 0.0 0.0
C -0.173861 2.458213 0.413266 -0.3 -0.2 -0.3
N 0.509982 2.324532 1.654324 -0.1 0.3 0.2
C 0.813610 3.296575 2.533586 0.1 -0.1 0.2
C 1.577675 2.742192 3.538174 0.0 0.0 -0.1
C 1.710602 1.402517 3.189940 -0.1 0.1 0.1
N 1.054294 1.154873 2.056086 0.2 -0.1 0.1
C -2.419604 -1.659646 1.507878 -0.2 0.4 -0.1
C -3.666013 -2.175390 1.844497 0.0 0.0 0.0
N -1.286281 -2.463223 1.819279 0.0 -0.4 -0.1
C -1.245830 -3.798656 1.909810 0.2 0.0 0.1
C -0.007258 -4.165351 2.408880 0.1 0.0 0.0
C 0.677657 -2.976398 2.567224 -0.2 -0.2 0.2
N -0.101494 -1.935520 2.207525 0.1 0.1 0.3
H -6.977465 -1.610162 1.425088 0.0 0.0 0.0
H -6.191605 -3.135775 1.868437 0.0 0.0 0.0
H -6.367083 -1.851147 3.056970 0.0 0.0 0.0
H -5.616403 0.367633 0.856306 0.0 0.0 0.0
H -3.445774 1.327885 0.337157 0.0 0.0 0.0
H -2.079698 0.722719 -1.770704 0.0 0.0 0.0
H -1.842829 2.818882 -3.032381 0.0 0.0 0.0
H -1.318565 5.212517 -3.019605 0.0 0.0 0.0
H -0.509972 5.942189 -1.624941 0.0 0.0 0.0
H 0.430262 5.085638 -2.844150 0.0 0.0 0.0
H 0.580425 4.434608 0.080145 0.0 0.0 0.0
H 0.459017 4.304706 2.411843 0.0 0.0 -0.1
H 1.992358 3.244922 4.393231 0.0 0.0 0.0
H 2.235213 0.619053 3.712027 0.0 0.0 -0.1
H -3.718713 -3.141365 2.330377 0.0 0.0 0.0
H -2.070496 -4.418248 1.604606 -0.1 0.1 0.0
H 0.351419 -5.161397 2.598035 0.0 0.0 0.0
H 1.688054 -2.822345 2.913993 0.0 0.1 -0.1
O 0.490264 -3.240545 -2.227445 0.0 0.1 0.3
C 1.028947 -2.420277 -1.531852 0.3 0.0 -0.8
O 0.634494 -2.168696 -0.291533 -0.1 0.4 0.7
C 2.248336 -1.671277 -2.004305 -0.2 0.1 0.5
C 2.934468 -2.196337 -3.090210 0.2 -0.1 -0.2
C 4.116126 -1.623765 -3.512709 -0.4 0.1 0.3
C 4.659288 -0.527218 -2.857948 0.3 0.0 -0.2
C 3.959336 -0.001075 -1.807505 -0.6 -0.1 0.3
C 2.741915 -0.533098 -1.350490 0.4 -0.2 -0.8
O 2.146915 0.104637 -0.340241 -0.5 -0.2 0.9
N 4.458442 1.149408 -1.038563 0.3 0.1 0.0
O 5.191836 0.892943 -0.103743 -0.2 0.1 -0.2
O 4.091890 2.252730 -1.381108 0.0 -0.1 0.1
N 4.820526 -2.187810 -4.671310 0.3 -0.2 -0.1
O 5.853193 -1.641313 -5.006922 -0.2 -0.1 0.0
O 4.335251 -3.167494 -5.196829 0.0 0.2 0.0
H 2.537878 -3.067699 -3.591046 0.0 0.0 0.0
H 5.606403 -0.119540 -3.184528 0.0 0.1 0.0
```
Forces are in eV/Å.

---

Record 4
ORCA calculation (ωB97M-V/def2-TZVPD) on a molecular structure, C27H20NO2PSYb.

The spin multiplicity is 2. For the HOMO energy (spin up / spin down), the calculation gives -11.22 / -11.22 eV. The total energy is -85558.9845 eV. As for the total charge: +1. For the HOMO-LUMO gap (spin up / spin down), the calculation gives 0.293 / 0.289 hartree.

Geometry as XYZ:
```
53
Properties=species:S:1:pos:R:3:forces:R:3
Yb -1.237927 0.339452 0.187018 -0.1 -0.8 0.1
O -1.768489 1.983472 -1.204139 0.0 0.2 -0.3
C -0.874112 2.615364 -0.547032 0.1 -0.5 -0.2
O -0.901337 2.521315 0.713727 0.2 0.5 0.2
C 0.422890 2.892107 -1.258478 0.0 0.2 0.0
P 1.322483 1.263924 -0.980400 -0.1 0.1 0.3
C 0.550211 0.015327 -2.075062 0.0 0.3 -0.1
C -0.177987 0.278367 -3.242136 0.0 0.0 0.1
C -0.677557 -0.769144 -3.996122 0.0 0.0 0.0
C -0.457569 -2.084970 -3.599539 0.0 0.0 0.0
C 0.243105 -2.359534 -2.436771 0.0 0.0 0.0
C 0.738254 -1.313202 -1.669486 -0.1 0.0 0.0
C 2.986741 1.559380 -1.604470 0.0 0.0 -0.2
C 3.314006 1.335896 -2.941310 0.0 0.0 0.0
C 4.590187 1.626217 -3.394086 0.0 0.0 0.0
C 5.536371 2.142325 -2.518175 0.0 0.0 0.0
C 5.213267 2.360941 -1.187661 0.0 0.0 0.0
C 3.941149 2.063598 -0.724777 0.0 0.0 0.0
H 1.029293 3.634517 -0.740191 0.0 0.0 0.0
H 0.285588 3.152141 -2.305826 0.0 0.0 0.0
H -0.361529 1.301010 -3.543216 0.0 0.0 0.0
H -1.239136 -0.563635 -4.897244 0.0 0.0 0.0
H -0.848478 -2.897570 -4.196755 0.0 0.0 0.0
H 0.399656 -3.381572 -2.120634 0.0 0.0 0.0
H 1.302429 -1.531190 -0.766078 0.0 0.0 0.0
H 2.578945 0.932280 -3.626458 0.0 0.0 0.0
H 4.846780 1.451756 -4.429931 0.0 0.0 0.0
H 6.530973 2.370823 -2.875910 0.0 0.0 0.0
H 5.952549 2.756052 -0.504402 0.0 0.0 0.0
H 3.696063 2.221687 0.318603 0.0 0.0 0.0
S -2.509790 -1.838172 4.175183 0.1 0.0 0.0
C -1.597731 -0.464441 4.714359 0.0 0.1 0.0
C -1.342876 -0.046063 6.016403 0.0 0.0 0.0
C -0.600367 1.103698 6.187236 0.0 0.1 0.0
C -0.119303 1.822014 5.086224 0.0 0.0 0.0
C -0.367976 1.406308 3.794284 0.0 0.0 0.1
C -1.118283 0.245328 3.611371 0.1 0.0 0.0
N -1.457389 -0.328186 2.384483 -0.1 -0.1 0.2
C -2.179137 -1.424207 2.545026 -0.1 0.0 -0.2
C -2.696638 -2.184624 1.398312 0.0 0.0 0.0
C -3.323170 -3.416774 1.580575 0.0 0.0 -0.1
C -3.820438 -4.086853 0.476892 0.0 0.0 0.0
C -3.699154 -3.526480 -0.788225 0.0 0.0 0.0
C -3.068693 -2.297417 -0.954309 0.0 -0.1 0.1
C -2.540160 -1.590365 0.130238 -0.1 0.1 -0.1
H -1.718292 -0.596246 6.867803 0.0 0.0 0.0
H -0.388951 1.460106 7.185635 0.0 0.0 0.0
H 0.454428 2.723637 5.249827 0.0 0.0 0.0
H -0.007035 1.976247 2.947962 0.0 0.0 0.0
H -3.427896 -3.866004 2.561286 0.0 0.0 0.0
H -4.308661 -5.044014 0.600292 0.0 0.0 0.0
H -4.101977 -4.051809 -1.644926 0.0 0.0 0.0
H -2.997335 -1.892840 -1.959004 0.0 0.0 0.0
```
Forces are in eV/Å.

---

Molecular weight values, unit Da, following the record order: 716.92; 825.13; 740.71; 626.54.